Density functional theory data (the ωB97M-V functional and the def2-TZVPD basis) for a 2-piece molecular cluster, C4H12O2 overall.

Each atom is followed by the atoms it is bonded to, with distances in Å.
Geometry (Å):
1 C -1.4720 -2.9290 -0.2175  C2 1.497, H4 1.095, H5 1.099, H6 1.088
2 C -0.9273 -1.5772 0.1228  C1 1.497, O3 1.433, H7 1.100, H8 1.078
3 O -0.0329 -1.0893 -0.8852  C2 1.433, H9 0.964
4 H -2.5122 -2.8569 -0.5512  C1 1.095
5 H -0.8944 -3.4076 -1.0209  C1 1.099
6 H -1.6175 -3.6015 0.6258  C1 1.088
7 H -0.2226 -1.5665 0.9672  C2 1.100
8 H -1.7072 -0.8550 0.3033  C2 1.078
9 H -0.4305 -0.8479 -1.7293  O3 0.964
10 C 1.4324 2.3311 -0.5292  C11 1.520, H13 1.092, H14 1.113, H15 1.085
11 C 1.0163 2.2131 0.9282  C10 1.520, O12 1.427, H16 1.084, H17 1.106
12 O 0.4041 0.9515 1.1916  C11 1.427, H18 0.966
13 H 0.5046 2.5804 -1.0478  C10 1.092
14 H 2.0078 3.2733 -0.6737  C10 1.113
15 H 2.1741 1.5652 -0.7326  C10 1.085
16 H 0.3487 3.0046 1.2498  C11 1.084
17 H 1.8648 2.2182 1.6370  C11 1.106
18 H 0.0638 0.5934 0.3618  O12 0.966

Results
Kohn-Sham gap ... 10.728 eV
SMILES string ... CCO.CCO
ΔE to the lowest compared entry with this formula, charge and spin ... 1.076 eV